--- i ---
{"formula": "C3H3O4P", "method": "ωB97M-V/def2-TZVPD", "e_homo_ev": 0.16, "multiplicity": 1, "lumo_ev": 6.59, "homo_lumo_gap_ev": 6.4, "charge": -2, "elements": ["P", "O", "O", "O", "O", "C", "C", "C", "H", "H", "H"], "coordinates": [[-2.2396, 0.0738, 0.0062], [-2.7764, 0.2987, -1.3607], [-1.7317, -1.4134, 0.2332], [4.2159, -0.0073, 0.0461], [-2.8819, 0.6606, 1.2267], [3.0851, 0.3862, -0.1315], [1.8745, 0.5081, -0.2408], [-0.5316, -0.5071, 0.1113], [-0.0802, -0.7527, -0.7376], [1.0181, 1.1019, -0.1788], [0.0478, -0.3489, 1.0259]]}

--- ii ---
{"formula": "C3H3O4P", "method": "ωB97M-V/def2-TZVPD", "e_homo_ev": [1.92, 1.85], "multiplicity": 1, "lumo_ev": [6.79, 6.78], "homo_lumo_gap_ev": [4.9, 4.9], "charge": -2, "elements": ["P", "O", "O", "O", "O", "C", "C", "C", "H", "H", "H"], "coordinates": [[-2.6664, -0.0352, -0.1757], [0.7322, 1.3107, 0.6974], [-2.4900, 1.2434, -0.9418], [-1.1308, -1.7510, 1.4591], [-3.2241, -1.1915, -0.9769], [-1.1524, -0.8280, 0.6581], [-0.1398, 0.8666, 1.3486], [2.2357, 0.2889, -0.3838], [2.6502, -0.5991, 0.2341], [3.1740, 0.8541, -0.5118], [2.0113, -0.1588, -1.4074]]}

Computed stability ranking, most favorable first: i, ii